C36H49NO5PRhSi3 as an isolated structure. Source: OMol25; level of theory: wB97M-V/def2-TZVPD.

Geometry as XYZ:
```
96
C36H49NO5PRhSi3 (wB97M-V/def2-TZVPD)
Rh -0.306 -0.103 -0.693
O 1.904 -1.542 3.919
C 1.456 -0.706 3.208
O 1.415 -1.041 1.796
C 1.000 0.615 3.547
C 1.503 1.022 4.796
C 1.187 2.240 5.338
C 0.324 3.070 4.642
C -0.194 2.668 3.423
C 0.123 1.449 2.812
P -0.824 1.026 1.212
C -1.469 2.719 0.887
C -2.797 3.097 1.032
C -3.203 4.379 0.675
C -2.283 5.292 0.186
C -0.949 4.921 0.052
C -0.549 3.643 0.393
C -2.277 0.230 2.083
C -3.287 -0.318 1.284
C -4.391 -0.943 1.847
C -4.504 -1.055 3.227
C -3.509 -0.526 4.032
C -2.410 0.113 3.469
H 2.164 0.345 5.321
H 1.601 2.539 6.292
H 0.036 4.031 5.047
H -0.887 3.339 2.944
H -3.528 2.396 1.413
H -4.243 4.660 0.781
H -2.600 6.289 -0.092
H -0.224 5.627 -0.334
H 0.486 3.347 0.265
H -3.207 -0.259 0.205
H -5.163 -1.343 1.202
H -5.360 -1.549 3.668
H -3.583 -0.604 5.110
H -1.662 0.525 4.131
C 3.281 1.414 0.327
Si 2.716 0.952 -1.426
C 1.720 2.418 -2.082
C 4.291 0.948 -2.485
C 1.839 -0.684 -1.472
Si 2.585 -2.052 -0.546
C 4.422 -2.401 -0.843
C 1.699 -3.724 -0.626
C 2.671 -1.696 1.343
Si 1.228 -1.256 -3.109
C 0.736 0.078 -4.348
C 2.425 -2.368 -4.066
C -0.347 -2.280 -2.807
C -0.880 -3.185 -3.720
C -2.054 -3.857 -3.433
C -2.682 -3.593 -2.227
C -2.118 -2.658 -1.382
N -0.976 -2.020 -1.645
H 3.573 2.468 0.347
H 4.154 0.837 0.642
H 2.482 1.280 1.061
H 2.230 3.348 -1.810
H 0.701 2.454 -1.696
H 1.654 2.398 -3.171
H 4.801 1.916 -2.449
H 4.049 0.744 -3.533
H 4.998 0.180 -2.163
H 4.600 -2.620 -1.899
H 4.780 -3.255 -0.260
H 5.035 -1.532 -0.592
H 1.574 -4.092 -1.647
H 0.706 -3.673 -0.183
H 2.288 -4.466 -0.078
H 3.440 -0.972 1.603
H 2.815 -2.596 1.941
H 0.541 -1.648 1.596
H 1.578 0.734 -4.579
H -0.094 0.693 -3.996
H 0.431 -0.404 -5.281
H 3.329 -1.797 -4.299
H 2.001 -2.706 -5.016
H 2.734 -3.251 -3.501
H -0.364 -3.359 -4.657
H -2.479 -4.563 -4.136
H -3.608 -4.080 -1.953
H -2.628 -2.396 -0.463
C -2.685 2.570 -2.673
O -1.787 1.966 -1.743
C -1.897 0.612 -1.579
O -2.797 0.027 -2.162
H -3.689 2.630 -2.250
H -2.729 1.996 -3.598
H -2.300 3.571 -2.858
C -1.378 -3.005 2.383
O -0.594 -2.323 1.394
H -1.953 -3.796 1.902
H -2.046 -2.309 2.891
H -0.684 -3.443 3.096
H -1.130 -1.767 0.799
```

Results
- Orbital gap (spin up / spin down): 5.804 / 5.804 eV
- E_HOMO (spin up / spin down): -6.5 / -6.5 eV
- E: -85785.588 eV
- Spin multiplicity: 1